# C2H5N2O

A cluster of 2 separate species, C2H5N2O in total at a distorted geometry (ωB97M-V/def2-TZVPD, the OMol25 dataset).

```
10
Properties=species:S:1:pos:R:3:forces:R:3:nbo_charge:R:1
C -1.63159 1.09257 -0.17627 1.310 1.480 -0.137 0.388
C -2.56663 0.16509 0.02045 -0.890 -1.703 0.205 0.153
N -2.60772 -1.05836 0.10218 0.377 -0.181 0.085 -0.468
N 1.12577 0.22717 0.07371 -3.958 -0.062 -0.773 -0.887
O -1.22258 2.18647 -0.17728 -0.124 0.508 -0.067 -0.386
H -0.03811 0.23754 -0.11544 2.580 -0.382 -0.310 0.439
H -3.45803 -1.52499 0.37140 -0.708 0.009 -0.006 0.403
H 1.67676 0.34541 -0.77238 -0.040 0.171 -0.008 0.460
H 1.31270 -0.63709 0.54187 0.482 -0.617 0.434 0.447
H 1.12119 1.01088 0.69500 0.972 0.777 0.579 0.449
```
Positions in Å, forces in eV/Å.

Values from the calculation:
E_LUMO = -5.41 eV
energy above the lowest of the compared OMol25 structures with the same formula, charge and spin = 344.5 kJ/mol
spin multiplicity = 1
charge = +1

=====

# C2H5N2O2

The ion C2H5N2O2 with charge -1 at a distorted geometry (ωB97M-V/def2-TZVPD, the OMol25 dataset).

```
11
Properties=species:S:1:pos:R:3:forces:R:3:nbo_charge:R:1
O -1.00979 -1.28857 1.89323 -0.281 0.603 -0.931 -0.558
N -0.12900 -1.04333 1.04476 0.772 -0.251 0.354 0.083
C -0.55143 -0.67132 -0.39392 0.073 0.772 1.734 -0.357
C 0.02072 0.75387 -0.67074 -0.780 -0.524 -0.350 -0.236
N 1.21357 0.94978 0.10511 -3.945 3.229 1.560 -0.364
O 0.69626 0.68222 1.35309 0.073 0.042 1.611 -0.587
H -1.66492 -0.65705 -0.46176 0.702 -0.557 -0.280 0.169
H 0.05103 -1.45358 -0.84194 -0.688 -0.138 -1.105 0.185
H 0.29797 0.94675 -1.69420 -0.394 -0.108 -0.944 0.159
H -0.86923 1.43011 -0.35873 2.078 -0.478 -0.292 0.186
H 1.94483 0.35111 0.02509 2.390 -2.591 -1.357 0.319
```
Positions in Å, forces in eV/Å.

Values from the calculation:
E_LUMO = 4.52 eV
SMILES = O=NCCN[O-]
energy above the lowest of the compared OMol25 structures with the same formula, charge and spin = 656.8 kJ/mol
spin multiplicity = 1
charge = -1

=====

# C2H5N2O2S2

A cluster of 3 separate species, C2H5N2O2S2 in total at a distorted geometry (ωB97M-V/def2-TZVPD, the OMol25 dataset).

```
13
Properties=species:S:1:pos:R:3:forces:R:3:nbo_charge:R:1
C 0.05425 -2.82100 -1.86508 -0.196 -2.099 3.135 1.059
C 1.39984 0.56479 1.56955 1.363 0.243 0.539 -0.495
N 1.30633 -0.57402 0.64250 0.087 -1.375 -1.244 -0.262
N 0.37107 -0.80641 -0.19542 0.821 1.730 2.659 -0.298
O -0.27491 -3.44434 -0.93406 -0.589 0.304 -0.455 -0.549
O 0.52194 -2.39501 -2.80428 0.770 1.603 -2.684 -0.522
S -2.93410 -0.92996 -2.78246 -0.398 0.652 -1.464 -0.440
S -1.09480 0.10802 -0.04685 0.143 0.046 -0.174 -0.389
H 1.26493 0.41089 2.70910 0.207 -0.459 -1.893 0.196
H 2.47188 0.96750 1.38465 -1.584 -0.711 0.570 0.185
H 0.72184 1.33656 1.30681 -0.821 0.874 -0.300 0.210
H -2.08383 -0.46194 -1.81240 0.111 -0.329 0.669 0.185
H -3.28919 -2.09941 -2.29818 0.085 -0.477 0.642 0.121
```
Positions in Å, forces in eV/Å.

Values from the calculation:
E_LUMO = 3.36 eV
energy above the lowest of the compared OMol25 structures with the same formula, charge and spin = 0.0 kJ/mol
spin multiplicity = 1
charge = -1

=====

# C2H5N2O3

The ion C2H5N2O3 with charge +1 at a distorted geometry (ωB97M-V/def2-TZVPD, the OMol25 dataset).

```
12
Properties=species:S:1:pos:R:3:forces:R:3:nbo_charge:R:1
C -1.63208 1.05053 -0.25018 -2.015 0.499 0.379 -0.303
O -0.85959 0.43468 0.78745 0.428 -1.534 0.051 -0.262
N -0.55897 -0.86580 0.45377 -1.134 1.982 -1.521 0.247
O 0.47481 -1.34690 0.92357 0.038 -0.917 0.740 -0.254
C 2.03092 -0.94107 0.45253 1.242 -3.429 3.508 0.171
N 2.21159 -0.06928 -0.29996 0.287 1.606 -2.246 0.177
O 2.06805 0.71301 -1.16768 -0.098 0.891 -0.418 -0.143
H -2.21992 0.28727 -0.84133 0.381 1.003 0.732 0.202
H -0.98636 1.61620 -0.85111 1.273 0.325 -1.280 0.216
H -2.25398 1.86934 0.20887 0.146 -1.458 -0.108 0.259
H -0.97388 -1.12638 -0.49336 0.716 -0.139 1.168 0.388
H 2.69940 -1.62160 1.07742 -1.264 1.170 -1.004 0.300
```
Positions in Å, forces in eV/Å.

Values from the calculation:
E_LUMO (alpha / beta) = -7.03 / -6.76 eV
SMILES = CONOC=[N+]=O
energy above the lowest of the compared OMol25 structures with the same formula, charge and spin = 931.1 kJ/mol
spin multiplicity = 1
charge = +1

=====

# C2H5N2O5S2

A cluster of 2 separate species, C2H5N2O5S2 in total at a distorted geometry (ωB97M-V/def2-TZVPD, the OMol25 dataset).

```
16
Properties=species:S:1:pos:R:3:forces:R:3:nbo_charge:R:1
C -1.75851 0.96535 1.62895 -0.561 -0.763 -0.455 0.752
C 1.45083 -0.26952 -2.18855 0.426 -1.059 0.542 -0.863
N -0.54705 1.60845 1.90614 0.467 0.256 0.236 -0.800
N -1.90025 0.50254 0.36324 5.519 2.262 -0.262 -0.828
O -2.61395 0.88848 2.48364 -0.430 0.189 0.435 -0.640
O -0.68613 -1.44380 -1.53554 2.213 -0.636 1.034 -1.036
O 1.42057 -2.74300 -0.86302 -0.916 2.074 -0.770 -0.974
O 1.52904 1.81063 3.16741 -0.036 -0.661 -0.184 -0.883
O 0.79680 -0.61644 0.27992 -0.006 -1.180 -1.663 -1.077
S 0.72970 -1.43518 -0.99801 -1.531 0.151 0.913 2.326
S 0.51474 0.88186 2.68585 0.298 0.961 0.162 1.530
H 0.78625 0.55845 -2.03138 0.057 0.613 -0.068 0.236
H 2.48620 -0.07306 -1.93374 0.056 0.232 0.109 0.215
H 1.37663 -0.62138 -3.20560 -0.122 -0.307 -0.205 0.217
H -0.99186 0.09502 -0.05106 -1.618 0.931 0.675 0.449
H -2.59301 -0.10839 0.29173 -3.817 -3.063 -0.500 0.377
```
Positions in Å, forces in eV/Å.

Values from the calculation:
E_LUMO = 2.67 eV
energy above the lowest of the compared OMol25 structures with the same formula, charge and spin = 0.0 kJ/mol
spin multiplicity = 1
charge = -1

=====

# C2H5N2PS

A structure of composition C2H5N2PS at a distorted geometry (ωB97M-V/def2-TZVPD, the OMol25 dataset).

```
11
Properties=species:S:1:pos:R:3:forces:R:3:nbo_charge:R:1
C -1.33026 -0.01977 0.00242 0.321 -0.261 -0.374 0.081
C -0.31160 -1.10099 -0.31956 1.250 0.317 -1.442 -0.825
N -0.49748 0.96074 0.43165 0.044 0.538 1.315 -0.879
N 1.86917 0.60896 -0.85716 0.220 -0.848 0.585 -1.264
P 0.97250 0.01588 0.25638 -1.163 1.103 -0.345 1.666
S -2.92744 -0.18143 -0.05408 -0.702 0.293 0.032 -0.064
H -0.62364 -2.02653 0.10224 0.351 -0.766 0.386 0.272
H 0.10892 -1.20581 -1.34981 -1.389 -0.082 0.187 0.281
H -0.79084 1.84384 0.88737 0.230 -0.952 -0.604 0.428
H 2.19038 1.53519 -0.62808 0.510 0.264 -0.115 0.382
H 1.34029 -0.43006 1.52861 0.327 0.391 0.376 -0.078
```
Positions in Å, forces in eV/Å.

Values from the calculation:
E_LUMO = 0.54 eV
energy above the lowest of the compared OMol25 structures with the same formula, charge and spin = 93.6 kJ/mol
spin multiplicity = 1
charge = 0

=====

# C2H5N2S

A cluster of 2 separate species, C2H5N2S in total at a distorted geometry (ωB97M-V/def2-TZVPD, the OMol25 dataset).

```
10
Properties=species:S:1:pos:R:3:forces:R:3:nbo_charge:R:1
C -0.43035 0.50613 -0.11246 0.993 1.596 0.536 0.389
C 1.35643 -1.33661 2.18182 2.716 -0.131 -0.350 -0.270
N -1.05919 1.26437 -0.95257 -1.796 1.852 -1.828 -0.726
N -0.07419 -0.66264 -0.45978 1.137 -3.181 2.198 -0.703
S 2.90747 -1.46540 2.14472 -2.562 0.150 0.294 0.309
H -0.00974 0.83008 0.87093 -0.835 0.230 -0.914 0.253
H 0.34971 -1.19990 0.35919 -0.656 0.269 -1.636 0.448
H -1.17470 2.28044 -0.89546 0.142 -0.709 0.665 0.446
H -1.48389 0.90491 -1.83695 0.799 0.115 1.195 0.427
H -0.38154 -1.12136 -1.29945 0.064 -0.192 -0.161 0.426
```
Positions in Å, forces in eV/Å.

Values from the calculation:
E_LUMO = -4.19 eV
energy above the lowest of the compared OMol25 structures with the same formula, charge and spin = 100.3 kJ/mol
spin multiplicity = 1
charge = +1

=====

# C2H5N3

An isolated molecule of C2H5N3 at a distorted geometry (ωB97M-V/def2-TZVPD, the OMol25 dataset).

```
10
Properties=species:S:1:pos:R:3:forces:R:3:nbo_charge:R:1
H 2.43822 -1.08420 -0.20228 0.027 -1.149 0.070 0.326
N 2.42200 -0.10074 -0.04404 -2.359 1.688 0.351 -0.661
C 1.20619 0.33982 0.06014 1.285 0.423 -0.843 0.294
N -0.01815 -0.30741 0.03891 1.327 -2.503 0.402 -0.636
C -1.20573 0.37186 -0.04444 -1.439 0.060 0.840 0.293
N -2.39754 -0.11100 -0.00667 1.119 1.197 -0.669 -0.681
H -2.49055 -1.12122 -0.11233 0.467 0.085 0.310 0.340
H 0.98564 1.41622 0.06113 0.760 -0.109 0.248 0.154
H 0.01960 -1.32890 0.27260 -0.480 1.419 -0.591 0.403
H -0.99989 1.48202 -0.03073 -0.708 -1.109 -0.118 0.168
```
Positions in Å, forces in eV/Å.

Values from the calculation:
E_LUMO = 0.94 eV
SMILES = [H]/N=C\N/C=N\[H]
energy above the lowest of the compared OMol25 structures with the same formula, charge and spin = 42.8 kJ/mol
spin multiplicity = 1
charge = 0

=====

# C2H5N3

An isolated molecule of C2H5N3 at a distorted geometry (ωB97M-V/def2-TZVPD, the OMol25 dataset).

```
10
Properties=species:S:1:pos:R:3:forces:R:3:nbo_charge:R:1
H 1.22539 1.09187 -1.38385 -0.046 -0.247 0.143 0.346
N 0.25663 1.24197 -1.12496 0.789 -0.036 0.068 -0.779
C -0.26326 0.33310 -0.38721 0.240 0.679 -0.813 0.539
N -1.55436 0.58251 -0.04067 0.431 1.330 -0.544 -0.842
N 0.27113 -0.91132 -0.07998 0.011 -0.420 -0.214 -0.429
C 1.08220 -1.11448 0.85534 -0.112 0.114 0.447 -0.004
H -1.73259 1.44910 -0.64449 -1.024 -1.903 1.470 0.434
H -2.13394 -0.19678 0.22663 -0.448 0.466 -0.389 0.402
H 1.37753 -0.35877 1.58946 0.073 0.103 -0.174 0.159
H 1.47128 -2.11721 0.98974 0.087 -0.087 0.006 0.174
```
Positions in Å, forces in eV/Å.

Values from the calculation:
E_LUMO = 0.96 eV
SMILES = [H]/N=C(/N)N=C
energy above the lowest of the compared OMol25 structures with the same formula, charge and spin = 59.9 kJ/mol
spin multiplicity = 1
charge = 0

=====

# C2H5N3O

An isolated molecule of C2H5N3O at a distorted geometry (ωB97M-V/def2-TZVPD, the OMol25 dataset).

```
11
Properties=species:S:1:pos:R:3:forces:R:3:nbo_charge:R:1
H -2.97949 -0.52797 -0.09491 1.120 0.856 -0.547 0.380
N -2.20245 0.16199 -0.25179 0.888 -1.329 0.794 -0.732
C -1.05979 -0.37409 -0.00581 0.910 -2.233 2.611 0.260
N 0.12343 0.40405 0.27897 -2.276 -1.978 -1.238 -0.173
O -0.13957 1.71425 -0.01712 0.061 0.391 0.506 -0.507
C 1.33055 -0.23604 0.04632 -0.147 -2.180 -1.027 0.267
N 2.41733 0.32996 -0.18329 2.226 0.155 -0.109 -0.673
H 3.32232 -0.23055 -0.35100 -2.509 0.685 0.450 0.373
H -0.80133 -1.50242 0.40256 -1.117 2.576 -1.464 0.166
H -1.09654 1.63151 0.21862 0.079 1.351 -0.493 0.490
H 1.08553 -1.37069 -0.04257 0.766 1.707 0.517 0.149
```
Positions in Å, forces in eV/Å.

Values from the calculation:
E_LUMO = 0.66 eV
SMILES = [H]/N=C/N(O)/C=N/[H]
energy above the lowest of the compared OMol25 structures with the same formula, charge and spin = 395.7 kJ/mol
spin multiplicity = 1
charge = 0